(1)
Formula: CH5HgO
Source: the OMol25 dataset
Level of theory: wB97M-V/def2-TZVPD

```
8
Properties=species:S:1:pos:R:3:lowdin_charge:R:1
H -1.766 -1.129 1.847 -0.056
C 0.480 0.772 -0.842 -0.136
H 0.121 1.716 -0.411 -0.001
H 1.525 1.004 -1.103 0.015
H -0.011 0.523 -1.798 0.003
Hg 0.962 -1.749 1.174 0.760
O -1.050 -1.186 1.216 -0.610
H -0.261 0.049 -0.083 0.025
```

Properties
**E_HOMO (spin up / spin down)**: -8.799 / -10.068 eV
**Total charge**: 0
**Spin multiplicity**: 2
**DFT total energy**: -7337.145 eV
**Largest force on an atom**: 3.78 eV/Å
**<S²>**: 0.759
**Molecular weight**: 233.6 u

(2)
Formula: C2H6FNO3P
Source: the OMol25 dataset
Level of theory: wB97M-V/def2-TZVPD

```
14
Properties=species:S:1:pos:R:3:lowdin_charge:R:1
C -1.360 -1.566 -1.270 -0.007
C -0.932 -0.932 -0.171 -0.336
N 3.208 0.680 0.999 0.068
O -0.008 1.247 -1.388 -0.354
O -0.417 1.358 1.229 -0.345
O -2.399 1.146 -0.359 -0.195
F -0.438 -1.774 0.843 -0.076
P -0.721 0.925 -0.126 0.244
H -1.336 -2.682 -1.347 0.062
H -1.687 -1.024 -2.126 0.040
H -2.835 0.814 0.352 -0.028
H 3.359 0.059 1.799 0.021
H 2.941 1.526 1.200 -0.076
H 2.625 0.225 0.366 -0.021
```

Properties
**E_HOMO**: -5.438 eV
**Relative energy (zero: lowest compared OMol25 entry of this formula, charge and spin)**: 0.0 kJ/mol
**Total charge**: -1
**DFT total energy**: -21813.313 eV
**Largest force on an atom**: 6.75 eV/Å
**Molecular weight**: 142.0 u

(3)
Formula: C19H16ClF6N3O
Source: the OMol25 dataset
Level of theory: wB97M-V/def2-TZVPD

```
46
Properties=species:S:1:pos:R:3:lowdin_charge:R:1
F -2.453 -4.046 0.206 0.144
C -2.252 -2.741 -0.055 -0.586
F -3.400 -2.115 0.225 0.141
F -2.087 -2.654 -1.389 0.136
C -1.074 -2.189 0.694 -0.110
C -1.233 -1.199 1.653 -0.013
C -0.114 -0.716 2.309 -0.057
C 1.141 -1.225 2.021 -0.030
C 1.297 -2.230 1.074 -0.186
C 2.678 -2.684 0.664 -0.156
O 3.116 -1.872 -0.411 -0.127
N 3.410 -0.588 0.078 0.107
C 3.033 0.374 -0.649 -0.283
C 3.254 1.765 -0.150 -0.098
C 1.876 2.374 0.162 -0.181
N 0.897 2.004 -0.847 -0.062
C -0.396 1.719 -0.576 -0.285
N -1.019 0.942 -1.472 0.143
C -2.292 0.640 -1.360 -0.070
C -3.075 1.087 -0.307 -0.120
C -4.533 0.778 -0.179 -0.600
F -4.979 -0.077 -1.101 0.149
F -4.839 0.262 1.025 0.134
F -5.291 1.891 -0.297 0.133
C -2.470 1.911 0.644 -0.043
C -1.139 2.235 0.519 -0.542
Cl -0.509 3.357 1.684 0.732
C 1.462 1.577 -2.113 -0.143
C 2.251 0.280 -1.923 -0.078
C 0.182 -2.703 0.400 0.041
H -2.216 -0.817 1.880 0.115
H -0.226 0.061 3.050 0.108
H 2.012 -0.839 2.530 0.115
H 3.381 -2.609 1.501 0.124
H 2.668 -3.700 0.267 0.129
H 3.774 2.350 -0.910 0.120
H 3.859 1.753 0.755 0.122
H 1.551 1.989 1.129 0.084
H 1.964 3.465 0.227 0.112
H -2.696 0.011 -2.141 0.127
H -3.050 2.312 1.462 0.126
H 0.647 1.427 -2.819 0.116
H 2.111 2.379 -2.476 0.127
H 2.919 0.103 -2.768 0.131
H 1.575 -0.576 -1.854 0.118
H 0.285 -3.465 -0.358 0.136
```

Properties
**E_HOMO**: -8.470 eV
**Relative energy (zero: lowest compared OMol25 entry of this formula, charge and spin)**: 0.0 kJ/mol
**Total charge**: 0
**Structure (SMILES)**: FC(F)(F)c1cccc(CON=C2CCN(c3ncc(C(F)(F)F)cc3Cl)CC2)c1
**DFT total energy**: -55307.913 eV
**Largest force on an atom**: 1.06 eV/Å
**Molecular weight**: 451.8 u

(4)
Formula: C2H5N3S
Source: the OMol25 dataset
Level of theory: wB97M-V/def2-TZVPD

```
11
Properties=species:S:1:pos:R:3:lowdin_charge:R:1
H -0.910 1.188 -1.570 0.066
N -0.444 1.863 -0.916 0.085
C 0.241 1.470 0.133 -0.205
N 0.969 0.199 0.087 0.003
C 0.375 -1.005 0.308 -0.986
N -0.983 -1.240 0.016 0.032
S 1.161 -2.349 0.670 0.652
H 0.552 2.125 0.939 0.107
H 1.858 0.496 0.423 0.110
H -1.758 -0.530 -0.053 0.116
H -1.061 -2.217 -0.037 0.019
```

Properties
**E_HOMO**: -8.551 eV
**Relative energy (zero: lowest compared OMol25 entry of this formula, charge and spin)**: 190.3 kJ/mol
**Total charge**: 0
**Structure (SMILES)**: [H]/N=C\NC(N)=S
**DFT total energy**: -17459.140 eV
**Largest force on an atom**: 5.58 eV/Å
**Molecular weight**: 103.2 u

(5)
Formula: C4H9NOS
Source: the OMol25 dataset
Level of theory: wB97M-V/def2-TZVPD

```
16
Properties=species:S:1:pos:R:3:lowdin_charge:R:1
O 1.271 0.440 2.486 0.068
C 1.007 -0.483 1.715 -0.286
C -0.145 -1.261 1.646 -0.045
C 0.381 1.943 -0.292 -0.078
C 0.154 2.415 -1.524 -0.068
S -1.131 -0.897 -2.060 0.321
N -0.277 -2.156 0.607 0.028
H 1.715 -0.632 0.888 0.137
H -0.910 -1.361 2.413 0.137
H 0.697 2.514 0.573 0.055
H 0.044 0.934 -0.099 -0.014
H 0.795 3.099 -2.072 0.052
H -0.484 1.803 -2.166 -0.013
H -2.105 -1.415 -2.797 -0.322
H -0.209 -3.107 0.933 0.115
H -0.804 -1.834 -0.250 -0.087
```

Properties
**E_HOMO**: -8.537 eV
**Relative energy (zero: lowest compared OMol25 entry of this formula, charge and spin)**: 700.8 kJ/mol
**Total charge**: 0
**DFT total energy**: -18660.263 eV
**Largest force on an atom**: 4.81 eV/Å
**Molecular weight**: 119.2 u

(6)
Formula: C2H6O2
Source: the OMol25 dataset
Level of theory: wB97M-V/def2-TZVPD

```
10
Properties=species:S:1:pos:R:3:lowdin_charge:R:1
O 2.440 -0.049 0.122 0.066
C 2.996 -0.441 1.103 -0.398
O 2.967 -1.723 1.514 0.065
H 3.560 0.249 1.731 0.137
H 2.225 -2.118 1.004 0.130
C -2.815 0.839 -1.091 -0.051
H -2.885 -0.245 -1.214 0.015
H -2.659 1.007 -0.031 0.012
H -2.049 1.255 -1.731 0.012
H -3.781 1.225 -1.408 0.012
```

Properties
**E_HOMO**: -11.030 eV
**Relative energy (zero: lowest compared OMol25 entry of this formula, charge and spin)**: 9.6 kJ/mol
**Total charge**: 0
**Structure (SMILES)**: O=CO.C
**DFT total energy**: -6266.156 eV
**Largest force on an atom**: 0.99 eV/Å
**Molecular weight**: 62.1 u

(7)
Formula: C5H5NO3S
Source: the OMol25 dataset
Level of theory: wB97M-V/def2-TZVPD

```
15
Properties=species:S:1:pos:R:3:lowdin_charge:R:1
C 2.547 -0.624 -0.585 -0.143
C 1.177 -0.708 -0.354 0.111
C 0.807 0.481 0.170 -0.332
C -1.354 -1.426 0.179 0.017
C -0.456 1.137 0.492 -0.118
N 2.987 0.594 -0.319 0.070
O -3.025 0.692 0.731 -0.309
O -2.197 0.407 -1.552 -0.297
O 1.927 1.259 0.217 -0.009
S -1.989 0.228 -0.149 0.637
H 3.197 -1.351 -1.068 0.115
H -1.818 -2.154 -0.467 0.048
H -0.822 -1.772 1.026 0.038
H -0.708 1.141 1.487 0.078
H -0.273 2.097 0.193 0.095
```

Properties
**E_HOMO (spin up / spin down)**: -10.322 / -10.133 eV
**Relative energy (zero: lowest compared OMol25 entry of this formula, charge and spin)**: 643.2 kJ/mol
**Total charge**: 0
**DFT total energy**: -23726.439 eV
**Largest force on an atom**: 3.11 eV/Å
**Molecular weight**: 159.2 u

(8)
Formula: C13H12O
Source: the OMol25 dataset
Level of theory: wB97M-V/def2-TZVPD

```
26
Properties=species:S:1:pos:R:3:lowdin_charge:R:1
C 3.102 -0.163 -1.822 -0.113
C 3.152 -1.508 -2.003 -0.091
C 1.924 0.438 -1.489 -0.065
C 2.012 -2.367 -2.007 -0.024
C 0.811 -0.357 -1.334 -0.064
C 0.820 -1.755 -1.686 -0.009
C -1.567 -1.460 -0.456 -0.360
C -1.783 -0.202 1.867 -0.144
C -0.451 0.505 2.017 -0.195
C -1.569 1.092 -0.093 -0.219
C -2.148 -0.218 0.318 -0.224
C -0.370 1.275 0.745 -0.054
C -0.324 -1.153 -1.025 0.034
O -2.145 -2.503 -0.667 0.101
H 4.030 0.515 -1.682 0.147
H 4.129 -1.839 -2.473 0.126
H 2.046 1.477 -1.198 0.100
H 2.133 -3.441 -2.301 0.117
H -1.875 -1.229 2.238 0.113
H -2.535 0.391 2.464 0.126
H -0.444 1.121 2.985 0.134
H 0.371 -0.141 2.071 0.087
H -1.389 1.233 -1.180 0.126
H -2.470 1.751 -0.032 0.130
H -3.266 -0.189 0.320 0.149
H 0.538 1.622 0.271 0.070
```

Properties
**E_HOMO (spin up / spin down)**: -7.391 / -7.626 eV
**Relative energy (zero: lowest compared OMol25 entry of this formula, charge and spin)**: 436.3 kJ/mol
**Total charge**: 0
**DFT total energy**: -15716.316 eV
**Largest force on an atom**: 3.68 eV/Å
**Molecular weight**: 184.2 u